1.
{"formula": "C12H10N2S", "method": "ωB97M-V with the def2-TZVPD basis set", "elements": ["C", "C", "C", "C", "C", "C", "C", "C", "C", "C", "C", "C", "N", "N", "S", "H", "H", "H", "H", "H", "H", "H", "H", "H", "H"], "xyz": [[-1.30, 0.37, -2.59], [-2.30, 0.32, -1.56], [0.04, 0.23, -2.46], [-1.85, -0.09, -0.36], [0.46, -0.17, -1.22], [-0.50, -0.48, -0.23], [-1.63, -0.58, 2.26], [-0.41, -1.09, 2.03], [-2.56, -0.32, 0.97], [3.53, -0.24, 1.17], [2.05, 0.03, 1.73], [2.36, -0.01, 0.36], [1.81, -0.06, -0.85], [-0.05, -1.25, 0.69], [1.17, -1.19, 2.79], [-1.76, 0.47, -3.54], [-3.34, 0.49, -1.81], [0.77, 0.29, -3.33], [-1.93, -0.16, 3.22], [-3.07, 0.71, 1.22], [-3.37, -1.07, 0.85], [4.23, 0.51, 1.27], [3.95, -1.21, 1.10], [1.71, 1.02, 2.21], [2.41, -0.18, -1.64]], "mulliken_charge": [-0.50, -0.90, -0.88, 0.43, 0.64, 0.62, -0.60, 0.18, -0.51, -0.70, -0.25, 0.54, -0.04, -0.75, -0.24, 0.39, 0.45, 0.21, 0.39, 0.25, 0.26, 0.27, 0.25, 0.25, 0.25], "spin_multiplicity": 1, "homo_lumo_gap_ev": [6.10, 5.46]}

2.
{"formula": "C60H57F3N5OP2SbTeV", "method": "ωB97M-V with the def2-TZVPD basis set", "elements": ["V", "C", "C", "C", "C", "C", "C", "C", "C", "C", "C", "C", "C", "C", "C", "C", "N", "H", "H", "H", "H", "H", "H", "H", "H", "H", "H", "O", "N", "C", "C", "C", "C", "C", "C", "C", "P", "C", "C", "C", "C", "C", "C", "C", "C", "C", "C", "C", "C", "H", "H", "H", "H", "H", "H", "H", "H", "H", "H", "H", "H", "H", "H", "H", "H", "C", "N", "C", "N", "C", "N", "C", "P", "C", "C", "H", "H", "H", "H", "H", "H", "H", "H", "H", "H", "H", "H", "H", "F", "C", "C", "C", "C", "C", "C", "Sb", "C", "C", "C", "C", "F", "C", "C", "C", "C", "C", "C", "F", "C", "C", "H", "H", "H", "H", "H", "H", "H", "H", "H", "H", "H", "H", "C", "Te", "C", "H", "H", "H", "H", "H", "H"], "xyz": [[-1.14, 0.92, 0.46], [2.98, -0.23, 1.52], [3.23, 0.77, 2.46], [2.24, 1.69, 2.75], [1.01, 1.64, 2.09], [0.73, 0.64, 1.13], [1.74, -0.29, 0.89], [-0.03, 2.64, 2.26], [-0.15, 3.51, 3.36], [-1.19, 4.38, 3.45], [-2.14, 4.44, 2.40], [-3.26, 5.29, 2.42], [-4.16, 5.29, 1.39], [-3.94, 4.49, 0.26], [-2.85, 3.65, 0.21], [-1.96, 3.57, 1.29], [-0.93, 2.66, 1.26], [3.74, -0.95, 1.28], [4.20, 0.84, 2.93], [2.45, 2.48, 3.46], [1.58, -1.11, 0.19], [0.59, 3.45, 4.15], [-1.30, 5.03, 4.30], [-3.40, 5.95, 3.27], [-5.03, 5.93, 1.43], [-4.62, 4.53, -0.57], [-2.65, 3.08, -0.69], [0.33, 1.49, -1.80], [-0.94, 1.18, -1.33], [-1.79, 1.00, -2.30], [-3.22, 0.94, -2.12], [-3.97, 1.43, -3.20], [-5.32, 1.69, -3.09], [-5.98, 1.44, -1.89], [-5.28, 0.88, -0.84], [-3.91, 0.60, -0.93], [-3.13, -0.42, 0.39], [-4.10, -0.02, 1.89], [-3.55, 0.86, 2.82], [-4.20, 1.16, 4.01], [-5.42, 0.56, 4.29], [-5.98, -0.31, 3.37], [-5.33, -0.61, 2.19], [-3.86, -2.05, -0.03], [-4.70, -2.28, -1.11], [-5.24, -3.54, -1.31], [-4.91, -4.59, -0.46], [-4.07, -4.36, 0.62], [-3.54, -3.10, 0.83], [0.74, 2.05, -1.12], [-1.41, 1.08, -3.31], [-3.46, 1.66, -4.13], [-5.87, 2.10, -3.93], [-7.03, 1.67, -1.78], [-5.81, 0.63, 0.07], [-2.58, 1.33, 2.62], [-3.75, 1.84, 4.72], [-5.93, 0.78, 5.22], [-6.94, -0.78, 3.59], [-5.78, -1.30, 1.49], [-4.95, -1.48, -1.80], [-5.91, -3.71, -2.14], [-5.32, -5.57, -0.63], [-3.83, -5.17, 1.30], [-2.88, -2.91, 1.67], [0.74, -3.83, 5.42], [1.54, -2.71, 4.76], [1.03, -1.38, 5.31], [-0.37, -1.26, 5.13], [-1.08, -2.36, 5.76], [-0.65, -3.64, 5.21], [-1.07, -3.84, 3.83], [-0.37, -2.55, 2.64], [1.40, -2.76, 3.28], [-0.76, -1.08, 3.74], [0.96, -3.81, 6.49], [1.06, -4.78, 5.00], [2.52, -2.82, 5.00], [1.55, -0.58, 4.79], [1.28, -1.36, 6.37], [-2.15, -2.24, 5.59], [-0.90, -2.36, 6.83], [-2.16, -3.80, 3.79], [-0.75, -4.83, 3.50], [2.02, -1.98, 2.83], [1.77, -3.73, 2.93], [-1.84, -0.89, 3.70], [-0.25, -0.20, 3.34], [7.78, 1.14, -5.92], [6.69, 0.80, -5.21], [6.31, 1.60, -4.14], [5.19, 1.24, -3.41], [4.47, 0.10, -3.75], [4.87, -0.68, -4.82], [5.99, -0.34, -5.56], [2.72, -0.43, -2.62], [1.45, -0.46, -4.37], [1.39, 0.74, -5.07], [0.48, 0.92, -6.10], [-0.36, -0.13, -6.43], [-1.28, 0.04, -7.40], [-0.30, -1.35, -5.77], [0.60, -1.50, -4.73], [3.40, -2.46, -2.24], [4.54, -2.54, -1.44], [5.02, -3.76, -1.00], [4.34, -4.91, -1.36], [4.77, -6.10, -0.89], [3.21, -4.87, -2.15], [2.75, -3.64, -2.59], [6.89, 2.48, -3.90], [4.88, 1.85, -2.58], [4.30, -1.57, -5.09], [6.31, -0.93, -6.40], [2.06, 1.54, -4.82], [0.41, 1.85, -6.64], [-0.95, -2.16, -6.08], [0.65, -2.44, -4.22], [5.06, -1.64, -1.18], [5.91, -3.84, -0.39], [2.72, -5.79, -2.43], [1.87, -3.61, -3.21], [-1.80, -2.83, -2.73], [-0.39, -2.10, -1.28], [-0.02, -4.06, -0.45], [-2.67, -3.27, -2.24], [-1.32, -3.58, -3.35], [-2.11, -1.99, -3.34], [0.09, -4.78, -1.25], [-0.85, -4.36, 0.19], [0.90, -4.02, 0.12]], "mulliken_charge": [-1.96, -1.04, -1.52, -0.63, 0.39, 1.65, 0.36, 0.83, -1.00, -1.47, 1.31, -0.88, -0.81, -0.44, -0.49, -0.01, 0.67, 0.76, 0.44, 0.48, -0.25, 0.49, 0.46, 0.46, 0.45, 0.51, 0.51, -0.27, 0.88, -1.49, 1.06, -0.93, -1.05, -1.02, -0.41, 0.36, 3.41, 0.39, -0.80, -0.99, -0.89, -0.81, -0.70, 0.56, -0.74, -0.55, -0.99, -0.35, 0.42, 0.42, 0.32, 0.58, 0.45, 0.52, 0.31, 0.68, 0.55, 0.46, 0.49, 0.53, 0.29, 0.46, 0.40, 0.46, -0.56, -0.80, 0.20, -0.82, 0.32, -1.03, 0.22, -1.31, 1.40, -0.92, -0.64, 0.37, 0.38, 0.38, 0.31, 0.35, 0.37, 0.29, 0.50, 0.41, 0.12, 0.54, 0.24, -0.16, -0.33, 0.33, -0.55, -0.53, -0.16, -0.20, -0.63, 1.08, 0.34, -0.80, -0.58, 0.26, -0.37, -0.75, -0.19, 0.36, -0.70, -0.73, 0.35, -0.35, -0.84, -0.37, 0.45, 0.31, 0.38, 0.46, 0.41, 0.48, 0.50, 0.20, 0.50, 0.52, 0.51, 0.46, -1.25, 0.89, -1.46, 0.35, 0.71, 0.26, 0.57, 0.35, 0.34], "spin_multiplicity": 4, "homo_lumo_gap_ev": [6.03, 6.24], "total_charge": 2}

3.
{"formula": "C8H20O", "method": "ωB97M-V with the def2-TZVPD basis set", "elements": ["C", "C", "C", "C", "C", "O", "H", "H", "H", "H", "H", "H", "H", "H", "H", "H", "H", "H", "C", "C", "C", "H", "H", "H", "H", "H", "H", "H", "H"], "xyz": [[1.31, -0.47, 1.66], [1.50, 0.61, -1.29], [2.43, 0.29, 2.10], [1.50, -1.74, 0.90], [-0.04, -0.20, 2.24], [1.21, 0.91, 0.05], [0.72, -0.04, -1.72], [2.47, 0.10, -1.41], [1.52, 1.52, -1.90], [2.17, 0.97, 1.03], [2.29, 0.93, 2.97], [-0.84, -0.51, 1.56], [0.69, -1.90, 0.19], [1.49, -2.57, 1.62], [2.46, -1.76, 0.38], [-0.13, -0.77, 3.17], [-0.16, 0.85, 2.47], [3.41, -0.16, 2.00], [-2.13, 0.63, -0.90], [-2.22, -0.88, -1.10], [-2.17, 1.40, -2.22], [-2.96, 0.96, -0.26], [-1.21, 0.88, -0.37], [-1.34, 1.11, -2.87], [-1.39, -1.25, -1.70], [-3.15, -1.16, -1.62], [-2.21, -1.42, -0.15], [-3.10, 1.20, -2.77], [-2.10, 2.48, -2.06]], "mulliken_charge": [1.58, -0.64, -1.39, -1.37, -1.19, -0.68, 0.15, 0.28, 0.28, 0.46, 0.36, 0.04, 0.20, 0.40, 0.39, 0.42, 0.39, 0.33, 0.21, -1.07, -1.33, 0.38, -0.05, 0.28, 0.19, 0.40, 0.29, 0.39, 0.33], "spin_multiplicity": 1, "homo_lumo_gap_ev": 9.17}

4.
{"formula": "C2H3BrF2", "method": "ωB97M-V with the def2-TZVPD basis set", "elements": ["C", "C", "F", "F", "Br", "H", "H", "H"], "xyz": [[-0.76, -0.34, -0.03], [0.62, 0.02, 0.36], [0.83, 0.62, 1.49], [0.53, 1.81, -1.04], [2.09, -0.82, -0.36], [-1.47, 0.20, 0.59], [-0.92, -0.07, -1.07], [-0.93, -1.42, 0.06]], "mulliken_charge": [-0.91, 0.66, -0.11, -0.64, 0.05, 0.29, 0.33, 0.34], "spin_multiplicity": 1, "homo_lumo_gap_ev": 8.99}

5.
{"formula": "C10H14N4", "method": "ωB97M-V with the def2-TZVPD basis set", "elements": ["C", "C", "C", "C", "N", "N", "C", "C", "N", "C", "C", "C", "C", "N", "H", "H", "H", "H", "H", "H", "H", "H", "H", "H", "H", "H", "H", "H"], "xyz": [[-2.22, -0.01, -1.24], [-1.26, -0.50, -0.10], [-2.03, -0.12, 1.16], [-1.02, -1.89, -0.38], [-0.87, -2.87, -0.92], [0.11, 0.14, -0.22], [0.28, 1.50, -0.82], [0.75, 2.36, 0.36], [1.91, 1.93, 1.06], [2.22, 0.72, 1.14], [1.21, -0.62, 0.28], [2.14, -1.38, -0.64], [0.85, -1.59, 1.29], [0.55, -2.30, 2.13], [-3.14, -0.58, -1.24], [-2.25, 1.14, -1.16], [-1.81, -0.45, -2.21], [-3.04, -0.63, 0.96], [-2.08, 1.00, 1.05], [-1.54, -0.31, 2.08], [-0.67, 1.82, -1.28], [1.09, 1.43, -1.56], [0.86, 3.38, 0.25], [-0.19, 2.41, 1.13], [3.07, 0.23, 1.63], [3.07, -1.71, -0.16], [2.46, -0.92, -1.56], [1.56, -2.19, -1.00]], "mulliken_charge": [-1.46, 1.06, -1.26, -0.13, -0.59, 0.32, -0.46, -0.49, -0.53, -0.08, 0.89, -1.55, -0.11, -0.55, 0.52, 0.39, 0.33, 0.42, 0.28, 0.34, 0.22, 0.28, 0.52, 0.17, 0.40, 0.36, 0.37, 0.36], "spin_multiplicity": 1, "homo_lumo_gap_ev": 8.86, "smiles": "CC(C)(C#N)N1CCN=C[C@@]1(C)C#N"}

Energy above the lowest of the compared OMol25 structures with the same formula, charge and spin values (in eV) by entry order: 4.383 2.416 2.401 2.916 3.097.
Largest force on an atom values (in Eh/bohr) by entry order: 0.06451 0.06741 0.00625 0.05287 0.08925.
Electronic energy values (in Eh) by entry order: -970.74964 -5103.56296 -391.92910 -2851.64641 -608.31624.